Arrangement 1

The following is a quantum chemistry calculation of a cluster of 2 separate species, C4H8NO3 in total, from OMol25.

Last column: natural (NBO) charge in e.
Atoms and positions in Å:
C1 1.23484 3.48851 -0.05214  -0.781
C2 0.27840 2.26163 -0.52194  0.789
O1 -0.16386 2.43383 -1.66719  -0.786
O2 0.06855 1.36126 0.30584  -0.804
H1 0.47172 4.15216 0.37999  0.200
H2 1.91775 3.85044 -0.78886  0.195
H3 1.68061 3.06626 0.85203  0.192
C3 0.32517 -2.37613 -0.37306  -0.768
C4 -1.06734 -2.06023 -0.11324  0.694
O3 -1.87434 -1.49464 -0.89116  -0.588
N1 -1.56087 -2.59696 1.14254  -0.875
H4 0.82917 -1.30384 -0.26044  0.303
H5 0.32142 -2.48648 -1.51945  0.247
H6 -2.45212 -2.28612 1.52918  0.389
H7 -0.99374 -3.07885 1.84776  0.373
H8 0.98464 -2.93084 0.13014  0.218

Charge: -1
HOMO energy: -0.1300 Ha
HOMO-LUMO gap: 0.256 Ha
Multiplicity: 1


Arrangement 2

The following is a quantum chemistry calculation of the ion C4H8NO3 with charge -1, from OMol25.

Last column: natural (NBO) charge in e.
Atoms and positions in Å:
N1 0.15040 -0.34783 -1.84406  -0.892
C1 -0.23983 -0.02807 -0.47557  -0.099
C2 -1.16886 1.50187 -0.67204  0.006
O1 -1.27136 1.76683 -1.94570  -0.921
C3 0.95762 0.05203 0.54597  -0.533
C4 0.98133 -1.20133 1.43915  0.812
O2 1.77596 -2.10355 1.54667  -0.637
O3 -0.08317 -1.31120 2.29235  -0.726
H1 0.39573 0.60629 -2.37625  0.383
H2 -0.68325 -0.63659 -2.36143  0.362
H3 -0.89429 -1.00868 -0.10478  0.152
H4 -0.70502 2.24713 -0.08793  0.068
H5 -2.09274 1.42089 -0.21385  0.089
H6 0.90414 0.95192 1.22516  0.219
H7 1.96574 0.21774 0.06686  0.230
H8 0.00759 -2.12746 2.96546  0.487

Charge: -1
HOMO energy: -0.1030 Ha
HOMO-LUMO gap: 0.222 Ha
Structure (SMILES): N[C@H](C[O-])CC(=O)O
Multiplicity: 1


arrangement 1 has the most favorable energy; the next structure is 48.2 kcal/mol above.